Below is 3 unconnected molecules or ions with the total composition C11H22FN2O6S2 in a non-equilibrium geometry, with properties calculated with ωB97M-V/def2-TZVPD.

The geometry in XYZ format:
```
44
Properties=species:S:1:pos:R:3:forces:R:3:lowdin_charge:R:1
S 0.74232 3.34570 2.34507 -6.468 0.952 -6.637 0.67
S -1.42705 4.11744 4.11402 -0.232 3.768 -5.088 0.78
F -2.31708 3.39230 5.43398 2.179 1.109 -2.034 -0.30
O 2.08271 -0.88648 -0.71783 -0.114 -0.502 -0.230 -0.14
O -1.01654 5.59911 4.44344 -1.856 -5.636 -0.006 -0.42
O -2.41541 4.03731 2.88660 3.424 -0.182 5.424 -0.40
O 0.28621 4.68464 1.64406 2.540 -3.509 3.081 -0.45
O 0.13379 2.20576 1.43803 3.114 2.935 3.573 -0.44
O -1.51729 -3.97357 -3.42751 -0.379 -0.241 -0.183 -0.16
N 2.47580 3.10210 2.30940 0.430 1.777 5.235 -0.10
N 0.00961 3.14444 3.91867 -0.507 1.085 -0.109 -0.38
C -1.94200 -5.31247 -3.71751 0.455 0.004 -0.085 -0.20
C -3.76926 -3.90336 -4.15424 -0.291 0.294 -0.495 -0.18
C 0.14493 -2.21901 -0.99257 -0.309 -0.577 0.310 -0.19
C 3.13186 3.91998 3.20156 -0.823 0.023 -0.527 -0.29
C -3.45507 -5.30611 -3.70225 -0.277 -0.473 0.365 -0.19
C 0.94332 -0.01911 -0.79959 -0.050 0.471 0.602 -0.20
C -0.16926 -0.81626 -1.44456 -0.237 0.279 -0.488 -0.18
C 4.19384 3.35115 4.36121 0.879 0.481 -1.614 -0.07
C 1.65800 -2.22537 -1.00783 0.418 0.205 -0.029 -0.21
C 2.96664 5.58422 3.18613 -0.402 -0.792 -0.293 -0.07
C -2.65668 -3.10621 -3.50927 0.206 0.333 0.330 -0.21
H -2.92272 -2.80740 -2.48948 -0.045 0.093 -0.053 0.12
H -0.09086 -0.75180 -2.53636 -0.061 -0.019 0.031 0.11
H 2.04442 -2.49158 -1.99736 -0.022 -0.155 -0.054 0.11
H -2.39757 -2.20972 -4.07923 0.097 -0.097 0.107 0.12
H -1.16468 -0.47277 -1.15193 0.144 0.028 0.006 0.12
H -3.81899 -5.45619 -2.67896 0.036 -0.031 -0.115 0.12
H -1.51824 -6.00088 -2.98064 0.057 0.138 -0.048 0.12
H 4.25223 2.18274 4.39472 -0.474 2.358 -0.050 0.08
H -3.69086 -3.83889 -5.24604 -0.045 0.029 0.105 0.12
H 0.67728 0.27970 0.22020 -0.014 0.165 -0.226 0.10
H -1.55558 -5.57868 -4.70704 -0.018 -0.112 -0.005 0.12
H 1.20243 0.87738 -1.36956 0.081 -0.088 0.132 0.12
H 3.08315 5.91834 2.04908 -0.375 -0.807 2.547 0.10
H -3.89141 -6.08108 -4.33749 0.072 0.058 0.072 0.11
H 1.86625 5.86396 3.54403 2.355 -0.572 -0.766 0.09
H -4.76468 -3.55986 -3.86160 0.131 -0.004 -0.028 0.12
H 3.79978 6.10579 3.83613 -1.761 -1.217 -1.184 0.07
H 3.95752 3.84611 5.40380 0.146 -1.037 -2.261 0.09
H 2.08176 -2.91378 -0.27096 0.068 0.096 -0.023 0.11
H -0.21899 -2.36910 0.03072 0.053 0.021 -0.072 0.12
H -0.29141 -2.99398 -1.62781 0.101 0.071 0.065 0.09
H 5.27775 3.73553 4.04676 -2.230 -0.722 0.718 0.08
```
Forces are in eV/Å.

Its total charge is -1. The molar mass comes out at 361.44 g/mol. As for the multiplicity: 1. The value obtained for the HOMO-LUMO gap is 7.3 eV.

---

Below is 2 unconnected molecules or ions with the total composition C11H22N2O6S2 in a non-equilibrium geometry, with properties calculated with ωB97M-V/def2-TZVPD.

The geometry in XYZ format:
```
43
Properties=species:S:1:pos:R:3:forces:R:3:lowdin_charge:R:1
S 3.01239 4.68988 1.66315 -0.157 -0.093 -0.025 0.72
S -0.14496 1.49699 3.98804 0.044 -0.151 -0.220 0.72
O -1.59335 -2.88980 -2.48296 0.145 0.171 0.243 0.05
O -0.32253 1.46263 0.79558 -0.041 0.369 0.066 -0.06
O -1.04152 1.24487 -1.38620 -0.387 0.894 0.748 0.05
O 0.28523 2.96226 -0.76861 -0.263 0.192 0.629 0.01
O -0.35480 -2.86000 1.52282 0.100 0.216 -0.279 0.05
O 1.33915 -0.17735 -0.69600 0.259 -0.047 0.045 -0.06
N 0.29229 -3.65024 -1.51279 0.933 0.074 0.943 0.12
N -1.56543 -1.53201 0.16813 -0.208 0.572 -0.721 0.04
C -0.78014 -3.78482 -2.29450 -1.262 0.217 -0.997 -0.54
C -2.60850 -1.19088 1.13109 0.455 -0.276 0.058 -0.04
C -0.80033 2.15385 -0.35056 0.960 -0.849 -1.355 -0.39
C 0.86357 -1.24543 -1.48942 -0.293 -0.041 0.154 -0.21
C 0.07252 2.85648 2.76943 -0.174 0.060 0.354 -0.49
C 0.62756 2.31682 1.44550 -0.289 0.090 0.838 -0.34
C 2.35593 3.75814 0.21800 0.371 0.016 -0.450 -0.46
C 0.56630 -2.49316 -0.64773 0.146 0.230 -0.628 -0.17
C -0.50049 -2.29581 0.44157 -0.207 -0.688 0.902 -0.46
C 0.87743 3.44359 0.43335 0.409 0.279 0.019 -0.36
C -0.94837 -5.11819 -2.98346 0.059 0.081 0.047 0.00
H -0.17066 1.05579 -1.77755 -0.115 0.110 0.175 0.10
H -0.88780 3.35144 2.59641 0.090 -0.097 -0.071 0.09
H 2.91934 2.83135 0.06954 -0.142 0.107 0.090 0.09
H 0.36588 4.36237 0.74205 -0.088 0.020 0.062 0.15
H -0.03013 -0.93985 -2.03099 -0.107 -0.162 -0.235 0.10
H -1.79909 -5.06013 -3.66155 0.125 0.031 0.119 0.09
H 0.63376 0.13982 -0.10343 0.088 -0.196 -0.028 0.05
H -0.04827 -5.35522 -3.54732 0.047 -0.200 -0.018 0.08
H 4.30023 4.87457 1.29418 -0.413 -0.244 -0.197 -0.14
H 1.63133 -1.49331 -2.22322 0.044 0.047 0.074 0.13
H -0.61205 2.16697 5.06391 0.150 0.196 -0.442 -0.15
H 1.48881 -2.71276 -0.11010 -0.159 -0.120 0.113 0.16
H 0.76471 3.59620 3.18273 0.005 -0.117 -0.143 0.06
H 1.54959 1.75889 1.64199 -0.163 -0.128 -0.139 0.15
H -2.20923 -0.49397 1.87059 -0.085 -0.023 0.056 0.07
H -1.13203 -5.88599 -2.23424 0.056 -0.168 -0.039 0.09
H -2.94853 -2.09226 1.64375 0.020 0.080 -0.007 0.09
H -3.45151 -0.72812 0.61684 0.181 -0.075 -0.072 0.09
H 2.46650 4.36551 -0.68535 -0.100 -0.042 0.179 0.09
H -1.66389 -1.18429 -0.77689 -0.030 -0.121 0.182 0.11
H 0.89834 -4.44831 -1.41709 -0.066 0.049 0.117 0.15
H -1.69723 2.74345 -0.11870 0.061 -0.263 -0.145 0.18
```
Forces are in eV/Å.

The molar mass comes out at 342.44 g/mol. As for the SMILES: OC1O[C@H](CS)[C@@H](CS)O1.CNC(=O)[C@H](CO)NC(C)=O. As for the multiplicity: 1. The value obtained for the HOMO-LUMO gap is 9.7 eV.

---

Below is a gas-phase ion, C11H22N3O (charge +1) in a non-equilibrium geometry, with properties calculated with ωB97M-V/def2-TZVPD.

The geometry in XYZ format:
```
37
Properties=species:S:1:pos:R:3:forces:R:3:lowdin_charge:R:1
O -3.51083 1.46601 1.73635 0.436 0.380 -0.124 0.03
N -3.30624 0.15252 -0.19370 -1.281 0.235 -0.114 0.15
N -0.21431 0.38666 0.59843 -3.157 4.497 5.998 0.19
N -0.86885 -0.49153 -1.43993 -4.024 1.432 0.288 0.33
C -1.29444 1.42100 0.79128 -0.568 -0.079 -2.324 -0.09
C 0.05062 -0.28165 -0.48981 3.050 -1.127 -2.429 -0.42
C 2.45420 -0.36860 0.25412 1.522 1.303 -2.018 -0.01
C 1.18399 -2.39927 -0.50536 0.469 0.750 2.368 -0.14
C -2.87293 0.87045 0.73062 2.304 1.075 0.642 -0.37
C 1.35131 -0.84865 -0.69871 2.379 -2.632 0.402 -0.54
C -2.66184 2.48088 2.41039 -3.649 1.283 -0.225 -0.12
C 1.81111 -0.75967 -2.11144 -3.308 4.135 -1.558 -0.19
C -1.27759 2.13559 2.17323 0.384 -3.506 -1.881 -0.11
C 1.80646 0.75163 -2.55856 3.565 -0.413 0.803 -0.05
C 0.75743 -2.68083 0.96888 -1.240 -2.223 -1.428 -0.09
H 0.40823 -2.53087 -1.26895 0.371 -1.545 0.362 0.11
H 1.53085 -3.09734 1.62197 -0.118 0.377 -0.224 0.09
H 0.19061 -1.92314 1.41670 -0.168 1.828 0.911 0.03
H 2.14489 -2.96148 -0.53431 -0.737 0.363 -1.299 0.14
H -4.35048 0.13056 -0.20034 0.987 -0.383 0.064 0.12
H 3.50990 -0.59287 -0.25744 -2.300 0.522 1.410 0.16
H -0.70364 2.97072 2.19968 2.089 2.352 0.053 0.10
H 1.90713 0.86599 -3.59214 -0.268 -0.228 -1.928 0.05
H 1.15064 -1.23126 -2.84639 -0.333 -0.387 0.335 0.11
H -0.91189 1.36243 2.86604 -0.151 0.410 0.164 0.15
H -1.31444 2.10127 -0.19619 0.332 -1.059 2.229 0.21
H -1.84733 -0.16588 -1.33511 0.127 -0.193 0.358 0.10
H 0.98916 1.36914 -2.26668 -0.738 0.121 0.618 0.05
H -0.70815 -0.95705 -2.27301 0.900 -1.204 -1.624 0.11
H -0.08100 -3.39960 0.95388 0.634 -0.511 -0.050 0.09
H 0.47909 0.43802 1.39276 -0.892 -0.628 -1.381 0.18
H 2.35346 -0.88756 1.17185 0.301 -0.418 1.043 0.05
H 2.78900 1.26969 -2.27869 -1.385 -0.566 0.362 0.11
H 2.37994 0.73906 0.44606 0.391 -0.910 -0.240 0.10
H -2.92717 2.41605 3.43778 -0.218 -0.194 0.905 0.12
H -3.06669 3.52549 2.11034 1.104 -1.727 -0.094 0.18
H 2.66980 -1.27591 -2.23362 3.187 -1.129 -0.375 0.09
```
Forces are in eV/Å.

Its total charge is +1. The molar mass comes out at 212.32 g/mol. As for the multiplicity: 3. The value obtained for the HOMO-LUMO gap (alpha / beta) is 6.8 / 5.9 eV.

---

Below is 3 unconnected molecules or ions with the total composition C11H22N5O2 in a non-equilibrium geometry, with properties calculated with ωB97M-V/def2-TZVPD.

The geometry in XYZ format:
```
40
Properties=species:S:1:pos:R:3:forces:R:3:lowdin_charge:R:1
O -0.75609 0.03728 2.85753 -2.021 0.542 -0.767 -0.21
O 0.69417 -0.60768 0.29750 -3.997 3.883 0.642 -0.27
N 0.74153 -0.43691 -3.17304 0.514 4.117 -12.076 0.07
N 0.28267 -6.43573 3.14563 1.517 10.064 0.239 0.10
N 1.11087 5.10452 -2.26372 6.489 -7.121 3.023 0.09
N -2.33290 -0.40032 0.92355 -1.951 0.427 -0.509 -0.19
N -2.05196 -1.78352 0.83341 1.143 -1.637 -0.720 0.12
C -1.89873 0.41423 -0.24469 3.604 3.779 -0.765 -0.05
C 0.70314 -3.68775 3.21801 -0.198 -1.280 -0.066 -0.09
C -0.12883 0.58013 -0.27962 3.290 -2.111 -0.372 -0.09
C 0.68958 -0.50008 -1.35112 -3.981 -1.150 2.250 -0.21
C -0.25078 1.31043 3.39293 0.895 1.090 0.444 -0.08
C -2.08990 0.18971 2.29411 0.087 2.588 2.758 -0.14
C 0.47334 -5.18973 3.17844 -1.281 -8.307 -0.214 -0.21
C 0.74164 0.00481 -4.35407 0.094 -2.653 7.410 -0.01
C 2.91833 3.16093 -1.43369 -0.798 0.881 -0.398 -0.09
C 0.74181 0.53724 -5.77773 -0.023 -0.451 1.121 -0.04
C 1.93040 4.22324 -1.88735 -5.404 5.816 -2.487 -0.22
H -0.22209 -3.17621 3.49747 0.098 -0.169 0.044 0.06
H 0.99073 1.60205 -5.77755 -0.008 -0.167 0.165 0.09
H -1.09360 1.89596 3.98974 1.788 -1.230 -1.309 0.12
H 1.48121 -0.00115 -6.37711 -0.074 0.007 0.238 0.09
H 0.33119 1.75122 -0.18112 -1.493 -3.513 -0.135 0.17
H -1.19885 -2.03786 1.36810 -0.505 0.761 -0.495 0.10
H -3.40116 -0.40586 0.85490 1.534 0.341 0.306 0.21
H -2.28954 1.36393 2.20656 0.146 -2.620 -0.125 0.16
H -2.91280 -0.24091 3.02527 1.756 0.459 -1.629 0.18
H -1.83511 -1.96123 -0.17204 -0.155 -0.035 1.144 0.12
H 2.68566 2.20620 -1.91341 -0.042 0.162 0.030 0.06
H 1.47787 -3.44841 3.95157 -0.138 -0.115 -0.124 0.08
H 0.90442 -1.62212 -1.23413 1.314 1.949 -1.256 0.16
H -0.36735 -0.71527 -1.85600 0.478 -0.706 1.741 0.06
H 3.93534 3.45728 -1.70515 -0.219 0.039 0.025 0.08
H 0.17815 1.94376 2.49714 -0.976 -1.063 1.803 0.11
H 1.02267 -3.33340 2.23408 0.020 -0.130 0.117 0.07
H -2.26008 0.12038 -1.29621 0.294 -0.187 2.046 0.15
H -2.21431 1.53853 -0.05166 0.289 -2.457 -0.371 0.15
H 2.86100 3.03763 -0.34874 -0.023 0.102 -0.167 0.07
H 0.65468 1.10205 4.13834 -2.191 0.135 -1.752 0.13
H -0.24632 0.40261 -6.22615 0.127 -0.041 0.191 0.09
```
Forces are in eV/Å.

Its total charge is +1. The molar mass comes out at 256.33 g/mol. As for the multiplicity: 1. The value obtained for the HOMO-LUMO gap is 8.1 eV.

---

Below is 2 unconnected molecules or ions with the total composition C11H22NO4S in a non-equilibrium geometry, with properties calculated with ωB97M-V/def2-TZVPD.

The geometry in XYZ format:
```
39
Properties=species:S:1:pos:R:3:forces:R:3:lowdin_charge:R:1
S -4.80929 1.78171 2.12348 -4.023 4.335 0.301 0.66
O -0.03464 3.15425 1.07014 -5.983 -2.284 0.329 -0.21
O -5.80841 2.13160 3.21798 2.979 -1.666 -1.812 -0.42
O -2.16213 3.39002 0.09302 1.654 -2.054 2.582 -0.08
O -5.13346 2.55805 0.88333 1.518 -2.851 2.403 -0.35
N -3.25961 2.25282 2.69012 -1.202 -1.454 -1.266 -0.11
C 1.38202 -0.78019 -0.92990 0.145 -0.047 0.110 -0.27
C -4.97339 -0.04205 1.80761 1.101 -0.595 -0.328 -0.17
C 2.70741 -1.53181 -0.78919 -0.116 -0.176 -0.048 -0.23
C -1.39006 2.83295 0.94405 3.051 3.298 -2.052 -0.52
C 1.52086 0.72677 -0.79544 -0.194 -0.003 -0.138 -0.11
C 3.33213 -1.44137 -3.29762 0.144 -0.018 0.037 -0.28
C -2.12829 1.69473 1.88148 2.196 -1.015 1.289 -0.27
C 2.99951 -2.89596 -3.60187 -0.115 0.019 -0.141 -0.12
C 3.76278 -1.20643 -1.84955 0.040 0.142 0.067 -0.23
C -1.00079 1.11453 2.85295 1.141 -2.388 -1.669 -0.12
C -0.11216 0.10032 2.33544 -1.637 1.653 1.047 -0.05
H 0.90539 -1.02304 -1.88501 0.018 -0.062 -0.010 0.10
H 3.85174 -3.54610 -3.38427 -0.056 0.002 0.030 0.07
H -4.49043 -0.59724 2.67751 -0.819 0.790 -0.989 0.07
H 2.47676 -0.80820 -3.55027 0.030 0.003 0.061 0.10
H 0.53756 1.19903 -0.85028 0.189 0.151 0.138 0.07
H 0.70126 -1.13234 -0.14776 0.041 -0.031 -0.103 0.08
H 2.14194 -3.24326 -3.02094 0.067 -0.012 -0.009 0.06
H 1.96674 0.99427 0.16511 -0.081 0.096 -0.061 0.07
H -3.16359 2.06808 3.69646 -0.267 -0.044 -0.631 0.10
H 1.02423 0.26889 2.37297 -1.834 -0.967 0.912 0.07
H -0.84223 1.47891 3.92115 0.300 0.721 -2.008 0.10
H -6.07252 -0.34625 1.65817 1.780 0.913 0.308 0.08
H -2.43864 0.85299 1.17919 0.279 1.135 0.761 0.13
H 2.50220 -2.60856 -0.79876 0.063 0.005 -0.005 0.10
H 4.07598 -0.16271 -1.74066 -0.048 -0.052 0.008 0.10
H 2.74949 -3.01129 -4.66011 0.006 -0.077 0.063 0.07
H -4.34130 -0.27335 0.88158 -1.113 0.324 1.192 0.07
H 3.13286 -1.31822 0.19825 -0.032 0.023 -0.043 0.11
H -0.55539 -0.84080 1.84317 0.868 2.123 -0.336 0.05
H 4.15076 -1.12861 -3.95574 -0.067 0.038 0.033 0.10
H 4.65582 -1.80955 -1.64294 -0.027 0.010 -0.050 0.10
H 2.13885 1.14742 -1.59287 0.003 0.016 0.028 0.07
```
Forces are in eV/Å.

Its total charge is -1. The molar mass comes out at 264.37 g/mol. As for the multiplicity: 1. The value obtained for the HOMO-LUMO gap is 7.3 eV.

---

Below is 2 unconnected molecules or ions with the total composition C11H23BBrClNOP, with properties calculated with ωB97M-V/def2-TZVPD.

The geometry in XYZ format:
```
40
Properties=species:S:1:pos:R:3:forces:R:3:lowdin_charge:R:1
Br -4.30358 -3.86140 0.30787 -0.041 -0.012 -0.034 0.67
Cl -0.15965 0.69746 1.97072 0.181 -0.071 0.055 0.25
P -1.21756 0.91147 0.19289 -0.261 0.022 -0.063 0.62
O -2.69706 1.30802 0.79653 0.128 0.129 0.026 -0.38
N 2.05813 2.39604 -3.23150 -0.042 -0.001 0.027 0.14
C -3.29109 -2.23639 0.74040 -0.004 0.070 -0.034 -0.74
C 2.16348 3.00767 -0.69322 -0.023 -0.027 0.010 -0.20
C 1.24691 -1.49904 -0.72548 0.071 0.070 0.050 -0.21
C 1.08499 5.30566 -0.97591 0.047 -0.023 -0.034 -0.11
C -0.23800 -1.69507 -1.08285 0.014 -0.191 0.075 -0.17
C -2.14461 -2.61771 1.66417 0.021 0.005 -0.115 -0.15
C 2.10438 2.66413 -2.11586 0.047 -0.009 -0.021 -0.24
C 1.85452 -2.67392 0.07774 -0.046 -0.015 -0.036 -0.24
C -2.88674 -1.48069 -0.55076 -0.024 -0.101 0.119 -0.21
C 1.03817 3.95745 -0.27275 -0.047 0.003 0.052 -0.28
C 2.40540 -2.30476 1.45935 0.028 0.046 -0.033 -0.11
B -1.41283 -0.93527 -0.40399 0.096 0.136 -0.045 -0.52
H 2.32876 -3.13560 2.16093 0.040 -0.041 -0.030 0.07
H 0.27404 5.94745 -0.63261 0.000 -0.001 -0.006 0.07
H -0.48306 -2.76411 -1.11422 0.032 0.016 -0.055 0.11
H -0.40991 -1.38406 -2.13150 -0.046 0.078 0.033 0.13
H 0.98657 5.18860 -2.05635 0.002 0.003 0.001 0.07
H 1.38434 -0.57402 -0.15779 -0.015 0.000 -0.014 0.06
H 2.10516 2.07535 -0.12683 0.009 0.017 0.017 0.09
H -3.60905 -0.67864 -0.70744 -0.018 -0.014 -0.057 0.10
H -2.95079 -2.14568 -1.41379 0.060 -0.073 0.058 0.09
H -2.50299 -3.16379 2.53395 -0.021 0.012 0.025 0.08
H 3.45789 -2.01943 1.41122 -0.039 0.060 -0.032 0.07
H 1.11168 4.09326 0.80820 0.002 -0.006 0.001 0.11
H -2.92057 0.88245 1.63398 -0.037 -0.102 -0.089 0.04
H 1.81362 -1.36377 -1.64664 0.016 0.004 -0.007 0.11
H -4.01490 -1.63955 1.28816 0.000 0.011 0.058 0.08
H -1.63813 -1.71211 2.01711 0.030 0.009 0.008 0.05
H 3.14130 3.45135 -0.49249 -0.005 -0.005 -0.012 0.12
H 2.02713 5.82177 -0.77914 -0.001 -0.001 0.000 0.08
H 0.08535 3.46135 -0.46292 -0.004 0.051 0.004 0.06
H -1.40964 -3.23843 1.15174 -0.011 -0.039 -0.009 0.08
H 2.65512 -3.12333 -0.51147 -0.010 -0.071 0.006 0.10
H 1.10182 -3.45916 0.18452 -0.038 0.049 0.037 0.09
H 1.86142 -1.46350 1.88602 -0.091 0.014 0.066 0.03
```
Forces are in eV/Å.

The molar mass comes out at 342.45 g/mol. As for the SMILES: CCCCB(C[C@H](C)Br)P(O)Cl.CCCC#N. As for the multiplicity: 1. The value obtained for the HOMO-LUMO gap is 8.7 eV.